Here is a structure of composition C20H26CoN2O7 at a distorted geometry from the Open Molecules 2025 dataset. Energies are from wB97M-V/def2-TZVPD.

Geometry (Å):
Co -0.371 0.184 0.160
C -3.200 -3.143 -2.489
O -2.465 -2.919 -1.276
C -1.826 -1.790 -1.079
O -1.183 -1.636 -0.041
N -1.873 -0.826 -2.033
N -1.154 0.345 -1.761
H -3.621 -4.137 -2.389
H -2.533 -3.123 -3.352
H -4.008 -2.419 -2.591
H -2.334 -0.936 -2.920
H -1.766 1.154 -1.787
H -0.348 0.468 -2.373
O 0.406 1.900 0.108
C 1.308 1.983 -0.826
O 1.538 1.053 -1.612
C 2.064 3.266 -0.904
C 1.769 4.322 -0.046
C 2.481 5.507 -0.135
C 3.492 5.639 -1.078
C 3.790 4.586 -1.933
C 3.076 3.402 -1.848
H 0.980 4.204 0.684
H 2.252 6.329 0.529
H 4.049 6.564 -1.146
H 4.579 4.690 -2.666
H 3.292 2.571 -2.506
C -4.037 2.410 7.100
C -3.387 1.978 5.833
C -2.625 2.880 5.075
C -2.032 2.494 3.900
C -1.193 3.415 3.076
C -2.231 1.150 3.469
C -2.987 0.210 4.226
C -3.137 -1.191 3.725
C -3.554 0.648 5.390
C -1.582 0.722 2.214
O -2.169 0.816 1.112
O -0.418 0.298 2.350
H -3.680 3.381 7.436
H -3.881 1.672 7.887
H -5.119 2.477 6.946
H -2.502 3.894 5.435
H -1.207 4.427 3.472
H -1.544 3.428 2.041
H -0.162 3.056 3.044
H -2.155 -1.637 3.553
H -3.665 -1.197 2.769
H -3.684 -1.810 4.432
H -4.143 -0.030 5.996
C 2.217 -1.591 -0.337
O 1.421 -0.834 0.590
H 3.021 -2.094 0.199
H 2.609 -0.952 -1.125
H 1.556 -2.342 -0.762
H 1.986 -0.213 1.064

The calculation puts the molar mass at 465.37 g/mol. For the gap between HOMO and LUMO (spin up / spin down), the calculation gives 0.2037 / 0.2070 hartree. As for the energy above the lowest of the compared OMol25 structures with the same formula, charge and spin: 1.329 eV. The HOMO energy (spin up / spin down) is -10.79 / -10.79 eV. The net charge is +1.

Here is a structure of composition C20H26EuN2O2Si at a distorted geometry from the Open Molecules 2025 dataset. Energies are from wB97M-V/def2-TZVPD.

Geometry (Å):
C 0.895 2.072 4.084
C 1.310 2.424 2.752
C 0.139 2.769 2.000
H 2.338 2.461 2.394
C -1.003 2.629 2.859
C -0.536 2.196 4.145
H -1.152 2.042 5.027
H 1.548 1.846 4.925
H 0.115 3.100 0.962
H -2.038 2.831 2.591
Eu -0.088 0.157 2.486
C -0.105 -1.267 -0.836
H -1.109 -0.735 -1.152
H -0.326 -1.162 0.291
H 0.788 -0.653 -0.989
Si -0.330 -1.077 -2.761
C 1.363 -0.948 -3.498
C 2.188 0.192 -3.382
H 1.821 1.090 -2.874
C 3.496 0.179 -3.901
H 4.127 1.086 -3.835
C 3.997 -0.980 -4.517
H 5.015 -0.987 -4.935
C 3.194 -2.139 -4.595
H 3.593 -3.046 -5.067
C 1.887 -2.114 -4.076
H 1.267 -3.013 -4.104
C -1.459 0.156 -3.510
C -1.146 0.714 -4.767
H -0.313 0.300 -5.346
C -1.884 1.795 -5.260
H -1.617 2.250 -6.227
C -2.969 2.301 -4.521
H -3.535 3.166 -4.885
C -3.347 1.683 -3.309
H -4.227 2.040 -2.759
C -2.599 0.602 -2.815
H -2.890 0.092 -1.893
H 0.056 -2.350 -0.916
H -0.948 -2.495 -2.572
C -2.428 -1.657 6.523
O -1.035 -2.057 6.323
C -0.499 -1.580 5.199
O -1.151 -0.983 4.299
N 0.830 -1.791 5.122
N 1.521 -1.298 3.954
H -2.731 -2.137 7.455
H -3.047 -2.008 5.690
H -2.494 -0.566 6.619
H 1.258 -2.404 5.816
H 2.246 -0.643 4.265
H 2.018 -2.084 3.521

The calculation puts the molar mass at 506.49 g/mol. For the gap between HOMO and LUMO (spin up / spin down), the calculation gives 0.1348 / 0.1493 hartree. As for the energy above the lowest of the compared OMol25 structures with the same formula, charge and spin: 0.000 eV. The HOMO energy (spin up / spin down) is -3.48 / -3.96 eV. The net charge is 0. Its spin multiplicity is 8.

Here is the ion C20H26FN2 with charge +1 at a distorted geometry from the Open Molecules 2025 dataset. Energies are from wB97M-V/def2-TZVPD.

Geometry (Å):
C 0.988 0.162 -3.189
N 0.166 -0.990 -2.945
C 0.375 -2.040 -3.929
C -1.205 -0.641 -2.596
C -1.573 -0.977 -1.150
C -3.031 -0.738 -0.839
C -3.101 -0.773 0.682
C -1.737 -0.410 1.220
N -0.752 -0.471 0.072
C 0.388 0.900 0.465
C 1.667 0.119 0.560
C 2.686 0.366 -0.376
C 3.751 -0.529 -0.495
C 3.842 -1.621 0.379
C 2.877 -1.813 1.376
C 1.773 -0.958 1.470
C 0.062 1.745 1.679
C -0.799 2.853 1.543
C -1.386 3.431 2.670
C -1.082 2.911 3.934
F -1.759 3.377 5.035
C -0.079 1.962 4.121
C 0.537 1.427 2.975
H 0.788 0.921 -2.425
H 2.041 -0.126 -3.132
H 0.790 0.611 -4.178
H -0.243 -2.917 -3.706
H 0.156 -1.720 -4.963
H 1.431 -2.334 -3.891
H -1.418 0.423 -2.838
H -1.898 -1.268 -3.202
H -1.388 -2.061 -1.095
H -3.381 0.188 -1.323
H -3.585 -1.575 -1.295
H -3.820 -0.064 1.078
H -3.346 -1.769 1.042
H -1.782 0.593 1.654
H -1.346 -1.084 1.987
H -0.160 -1.338 0.320
H 0.242 1.457 -0.474
H 2.607 1.260 -1.010
H 4.540 -0.328 -1.231
H 4.700 -2.288 0.317
H 3.007 -2.583 2.142
H 1.003 -1.128 2.244
H -1.049 3.199 0.533
H -2.074 4.265 2.565
H 0.228 1.659 5.130
H 1.348 0.714 3.088

The calculation puts the molar mass at 313.44 g/mol. For the gap between HOMO and LUMO, the calculation gives 0.2978 hartree. The HOMO energy is -11.48 eV. The net charge is +1.

Here is an isolated molecule of C20H26FN5O3 from the Open Molecules 2025 dataset. Energies are from wB97M-V/def2-TZVPD.

Geometry (Å):
C 0.756 -2.783 -1.331
C 0.763 -1.384 -0.730
C 0.722 -1.470 0.793
N 0.639 -0.142 1.376
C 1.710 0.403 2.000
O 2.745 -0.206 2.212
C 1.592 1.850 2.392
N 1.295 2.203 3.628
N 1.323 3.542 3.610
C 1.628 4.050 2.401
C 1.812 2.976 1.558
C 2.127 2.984 0.125
C 1.609 3.958 -0.726
C 1.876 3.882 -2.083
N 2.607 2.918 -2.641
C 3.118 2.002 -1.820
C 2.919 1.991 -0.448
C -0.604 0.530 1.048
C -0.715 0.749 -0.460
C -0.303 -0.439 -1.366
N -1.425 -1.104 -2.075
C -1.241 -1.113 -3.526
C -2.738 -1.142 -1.690
O -3.652 -1.029 -2.489
C -3.109 -1.381 -0.236
O -2.259 -2.328 0.366
C -2.739 -2.743 1.628
C -1.985 -3.966 2.075
F -2.343 -5.057 1.294
H -0.198 -3.278 -1.147
H 0.926 -2.764 -2.408
H 1.551 -3.383 -0.885
H 1.724 -0.911 -0.962
H -0.149 -2.038 1.116
H 1.622 -1.954 1.164
H 1.146 4.047 4.460
H 1.711 5.111 2.233
H 0.974 4.746 -0.342
H 1.473 4.626 -2.760
H 3.724 1.232 -2.285
H 3.380 1.227 0.164
H -1.415 -0.097 1.425
H -0.662 1.482 1.572
H -1.723 1.079 -0.720
H -0.057 1.581 -0.711
H 0.227 0.032 -2.193
H -2.008 -1.725 -3.988
H -1.308 -0.105 -3.948
H -0.260 -1.525 -3.757
H -3.112 -0.433 0.318
H -4.139 -1.745 -0.266
H -2.610 -1.947 2.377
H -3.807 -2.982 1.568
H -0.907 -3.827 1.978
H -2.231 -4.197 3.113

The calculation puts the molar mass at 403.46 g/mol. For the gap between HOMO and LUMO, the calculation gives 0.3571 hartree. As for the energy above the lowest of the compared OMol25 structures with the same formula, charge and spin: 0.953 eV. The HOMO energy is -9.22 eV. The net charge is 0.

Here is an isolated molecule of C20H26N2O2 from the Open Molecules 2025 dataset. Energies are from wB97M-V/def2-TZVPD.

Geometry (Å):
C -7.912 -0.499 -0.659
C -6.503 -0.348 -0.173
C -5.560 -1.345 -0.364
C -4.253 -1.202 0.073
C -3.861 -0.038 0.721
O -2.615 0.220 1.225
C -1.545 -0.641 0.925
C -1.042 -0.466 -0.524
O -0.006 -1.381 -0.802
C -0.567 0.993 -0.792
N 0.823 1.321 -0.618
C 1.717 0.831 -1.653
C 3.059 1.556 -1.503
N 3.645 1.333 -0.200
C 4.453 0.230 0.037
C 4.699 -0.753 -0.927
C 5.571 -1.796 -0.677
C 6.223 -1.902 0.538
C 5.997 -0.932 1.501
C 5.135 0.116 1.256
C 2.727 1.789 0.822
C 1.376 1.070 0.697
C -4.806 0.969 0.922
C -6.101 0.813 0.482
H -8.090 -1.504 -1.031
H -8.618 -0.293 0.145
H -8.112 0.208 -1.464
H -5.844 -2.259 -0.866
H -3.561 -2.012 -0.097
H -1.816 -1.692 1.104
H -0.755 -0.372 1.630
H -1.898 -0.653 -1.195
H -0.330 -2.280 -0.673
H -1.154 1.637 -0.129
H -0.821 1.248 -1.824
H 1.280 1.061 -2.628
H 1.870 -0.254 -1.581
H 3.757 1.260 -2.285
H 2.882 2.634 -1.592
H 4.201 -0.723 -1.883
H 5.734 -2.541 -1.444
H 6.899 -2.721 0.730
H 6.506 -0.988 2.453
H 5.007 0.871 2.018
H 3.136 1.617 1.815
H 2.573 2.864 0.685
H 0.686 1.465 1.446
H 1.536 -0.007 0.878
H -4.494 1.867 1.432
H -6.818 1.605 0.646

The calculation puts the molar mass at 326.44 g/mol. For the gap between HOMO and LUMO, the calculation gives 0.2910 hartree. As for the energy above the lowest of the compared OMol25 structures with the same formula, charge and spin: 2.414 eV. The HOMO energy is -7.37 eV. The net charge is 0.

Q: Which of these has the highest molar mass?
A: C20H26EuN2O2Si

Q: The highest molar mass belongs to which entry?
A: C20H26EuN2O2Si

Q: molar mass of number 5 (C20H26N2O2)?
A: 326.44 g/mol